# 1
Here is C20H28N2O4 as an isolated structure from the Open Molecules 2025 dataset. Energies are from ωB97M-V/def2-TZVPD.

Kohn-Sham gap = 8.60 eV
2S+1 = 1

```
54
C20H28N2O4, DFT ωB97M-V/def2-TZVPD
C -7.364 0.235 1.658
C -6.024 -0.170 0.778
H -6.248 -0.107 -0.317
H -5.768 -1.180 1.071
O -5.165 0.647 0.884
C -4.073 0.773 0.401
C -3.369 1.897 0.712
C -2.076 2.246 -0.182
C -1.596 1.281 -0.999
C -2.226 0.039 -1.115
C -3.547 0.059 -0.472
O -4.304 -1.205 -0.760
C -3.669 -2.465 -1.642
H -2.701 -2.575 -1.155
H -3.606 -1.920 -2.679
H -4.493 -3.122 -1.385
H -1.804 -0.823 -1.704
C -0.228 1.337 -1.473
N 0.883 0.652 -0.946
C 1.032 -0.658 -1.173
O 0.611 -1.201 -2.414
C 1.824 -1.388 -0.152
N 2.950 -0.540 0.362
C 2.984 -0.736 1.824
O 3.820 -0.034 2.132
C 2.085 -1.779 2.082
H 2.538 -2.906 2.352
C 1.133 -1.826 0.847
H 0.116 -1.413 1.090
H 0.821 -3.060 0.806
H 1.487 -1.343 2.929
C 3.871 0.052 -0.646
H 3.611 -0.040 -1.532
C 5.337 -0.538 -0.363
C 6.081 0.706 0.269
C 5.435 2.186 -0.280
H 5.689 2.120 -1.539
H 5.615 2.924 0.484
C 3.908 1.628 -0.176
H 3.490 1.855 0.934
H 3.353 2.077 -0.692
H 5.852 0.836 1.587
H 7.078 0.711 0.056
H 5.731 -0.816 -1.285
H 5.297 -1.228 0.228
H 2.556 -2.382 -0.870
H 1.175 0.726 0.075
H -0.099 0.905 -2.554
H 0.186 2.517 -1.622
H -1.641 3.206 0.168
H -3.676 2.819 1.151
H -7.154 0.326 2.581
H -8.015 -0.435 1.317
H -7.699 1.129 1.352
```

=====

# 2
Here is C20H28N2O5 as an isolated structure from the Open Molecules 2025 dataset. Energies are from ωB97M-V/def2-TZVPD.

Kohn-Sham gap = 7.93 eV
2S+1 = 1

```
55
C20H28N2O5, DFT ωB97M-V/def2-TZVPD
O -2.376 -0.244 1.982
C -1.987 0.543 1.021
N -0.821 1.366 1.048
C 0.127 0.786 1.932
H -0.337 -0.096 2.483
C 1.156 0.098 1.207
H 1.921 -0.223 2.006
H 0.823 -0.709 0.567
C 1.705 1.122 -0.047
C 0.621 1.632 -0.770
H 0.904 2.645 -1.416
C -0.606 2.365 0.041
H -1.292 2.506 -0.564
H -0.065 3.182 0.768
H 0.130 0.862 -1.486
C 2.575 0.271 -0.806
H 3.145 0.859 -1.556
C 3.699 -0.624 -0.226
C 4.979 -0.720 -1.368
C 5.873 -1.729 -0.573
C 5.150 -3.052 -0.315
C 3.927 -2.572 0.861
H 3.457 -3.431 1.048
O 3.072 -1.743 0.257
H 4.448 -2.027 1.376
H 5.972 -3.686 0.289
H 4.804 -3.763 -1.090
H 6.716 -1.854 -1.451
H 6.301 -1.328 0.277
H 5.377 0.081 -1.502
H 4.465 -1.166 -2.256
H 4.137 -0.113 0.460
H 2.046 -0.327 -1.498
C 2.568 2.118 0.626
O 2.991 3.040 -0.383
H 3.620 3.996 0.032
H 3.481 1.833 1.009
H 1.992 2.828 1.643
H 0.413 1.711 2.566
N -3.067 0.948 0.036
C -4.169 0.292 -0.138
C -4.951 0.735 -1.299
C -6.205 0.235 -1.839
C -6.866 -0.551 -0.890
C -6.363 -0.644 0.254
C -4.827 -0.396 0.655
H -4.472 -0.681 1.666
O -7.041 -1.536 1.121
C -8.296 -1.427 0.173
O -8.230 -0.837 -0.923
H -8.523 -2.539 0.078
H -9.155 -0.995 0.725
H -6.346 0.570 -2.929
H -4.163 1.123 -2.170
H -2.435 1.267 -0.711
```

=====

# 3
Here is C20H28N4O2S in the gas phase from the Open Molecules 2025 dataset. Energies are from ωB97M-V/def2-TZVPD.

Kohn-Sham gap = 9.16 eV
2S+1 = 1

```
55
C20H28N4O2S, DFT ωB97M-V/def2-TZVPD
C -1.797 -4.846 -4.124
C -0.568 -4.101 -4.628
C 0.494 -3.849 -3.538
C 0.962 -5.143 -2.863
C 2.192 -4.907 -1.995
C -0.046 -2.895 -2.532
N -0.814 -3.212 -1.553
N -1.209 -2.190 -0.804
C -0.741 -1.057 -1.209
N -1.010 0.134 -0.597
C -0.450 1.305 -1.006
O 0.289 1.374 -1.963
C -0.876 2.477 -0.109
N -0.349 2.288 1.230
C -0.960 1.514 2.154
O -1.944 0.841 1.878
C -0.352 1.520 3.508
C -0.487 0.373 4.284
C 0.060 0.333 5.553
C 0.726 1.435 6.056
C 0.852 2.599 5.303
C 1.557 3.790 5.874
C 0.311 2.629 4.026
C -0.506 3.869 -0.651
C 1.000 4.063 -0.822
C -1.225 4.114 -1.975
S 0.284 -1.167 -2.623
H -2.187 -4.374 -3.226
H -2.573 -4.841 -4.887
H -1.556 -5.879 -3.890
H -0.100 -4.669 -5.435
H -0.872 -3.134 -5.037
H 1.353 -3.371 -4.022
H 0.155 -5.529 -2.243
H 1.196 -5.877 -3.637
H 2.517 -5.838 -1.536
H 1.966 -4.198 -1.203
H 3.015 -4.512 -2.588
H -1.604 0.119 0.242
H -1.971 2.413 -0.020
H 0.534 2.723 1.443
H -1.018 -0.472 3.875
H -0.037 -0.560 6.153
H 1.149 1.403 7.050
H 1.587 4.610 5.161
H 1.049 4.133 6.774
H 2.578 3.530 6.149
H 0.381 3.542 3.449
H -0.873 4.596 0.085
H 1.194 5.057 -1.218
H 1.534 3.973 0.122
H 1.395 3.331 -1.519
H -2.300 3.982 -1.864
H -0.864 3.423 -2.731
H -1.038 5.128 -2.319
```

=====

# 4
Here is C20H28N8V as an isolated structure from the Open Molecules 2025 dataset. Energies are from ωB97M-V/def2-TZVPD.

Kohn-Sham gap (alpha / beta) = 7.40 / 6.85 eV
2S+1 = 2
Total charge = +2

```
57
C20H28N8V, DFT ωB97M-V/def2-TZVPD
V -0.010 -0.010 0.051
N 2.242 -0.047 0.187
C 2.701 0.343 1.558
C 1.677 -0.094 2.581
N 0.294 0.295 2.178
C -0.092 1.678 2.581
C 0.344 2.702 1.556
N -0.048 2.242 0.186
H 2.479 -1.023 0.028
H 2.799 0.468 -0.488
H 2.847 1.420 1.557
H 3.668 -0.101 1.795
H 1.937 0.304 3.564
H 1.683 -1.183 2.658
H -0.329 -0.327 2.685
H 0.308 1.938 3.563
H -1.181 1.686 2.660
H 1.421 2.848 1.554
H -0.100 3.668 1.793
H 0.466 2.799 -0.490
H -1.024 2.477 0.028
C 0.202 -1.579 -2.593
N -0.210 -0.213 -2.172
C -1.583 0.180 -2.594
C -2.499 0.258 -1.412
N -2.107 0.041 -0.174
C -3.264 0.200 0.612
C -3.454 0.044 1.984
C -4.724 0.254 2.478
C -5.791 0.608 1.632
C -5.617 0.755 0.272
C -4.330 0.539 -0.207
N -3.800 0.578 -1.500
C 0.266 -2.498 -1.413
N 0.044 -2.107 -0.176
C 0.194 -3.265 0.610
C 0.030 -3.456 1.981
C 0.231 -4.727 2.475
C 0.585 -5.795 1.630
C 0.741 -5.620 0.271
C 0.533 -4.332 -0.208
N 0.582 -3.801 -1.500
H -0.472 -1.985 -3.350
H 1.185 -1.517 -3.061
H 0.429 0.435 -2.612
H -1.533 1.153 -3.083
H -1.985 -0.514 -3.335
H -2.651 -0.258 2.644
H -4.909 0.132 3.537
H -6.773 0.760 2.060
H -6.441 1.016 -0.378
H -4.308 0.769 -2.348
H -0.272 -2.652 2.640
H 0.102 -4.913 3.533
H 0.729 -6.778 2.058
H 1.002 -6.445 -0.379
H 0.775 -4.309 -2.348
```

=====

# 5
Here is C20H28N9O3Ru as an isolated structure from the Open Molecules 2025 dataset. Energies are from ωB97M-V/def2-TZVPD.

Kohn-Sham gap (alpha / beta) = 7.15 / 6.64 eV
2S+1 = 2
Total charge = +2

```
61
C20H28N9O3Ru, DFT ωB97M-V/def2-TZVPD
Ru -0.344 -0.174 0.775
N 1.090 0.826 1.946
C 0.708 2.117 2.579
C 0.340 3.194 1.573
C -0.913 2.851 0.803
N -0.619 1.712 -0.095
H 1.315 0.152 2.674
H 1.873 0.960 1.303
H 1.545 2.472 3.180
H -0.120 1.920 3.254
H 1.169 3.342 0.876
H 0.194 4.133 2.105
H -1.252 3.709 0.220
H -1.724 2.586 1.479
H 0.293 1.882 -0.538
H -1.338 1.620 -0.806
C -2.177 -4.520 4.005
C -0.804 -4.404 4.191
C -0.050 -3.625 3.334
C -0.691 -2.967 2.293
C -2.064 -3.059 2.104
C -2.806 -3.852 2.962
N 0.025 -2.187 1.342
N 1.143 -2.594 0.984
C 1.566 -2.009 -0.247
C 2.627 -2.573 -0.904
C 2.917 -2.126 -2.194
C 2.135 -1.140 -2.757
C 1.107 -0.586 -2.005
N 0.834 -0.991 -0.769
H -2.762 -5.136 4.675
H -0.321 -4.925 5.006
H 1.019 -3.517 3.456
H -2.521 -2.568 1.252
H -3.871 -3.965 2.807
H 3.172 -3.375 -0.427
H 3.729 -2.569 -2.755
H 2.312 -0.793 -3.765
H 0.483 0.198 -2.410
C -5.324 0.218 1.444
N -4.053 0.134 2.176
C -4.001 0.047 3.556
C -2.858 -0.096 4.244
C -1.596 -0.151 3.531
O -0.498 -0.347 4.018
N -1.715 0.071 2.146
C -2.899 0.109 1.469
O -2.838 0.080 0.225
H -6.140 0.021 2.132
H -5.332 -0.515 0.642
H -5.444 1.207 1.006
H -4.961 0.083 4.052
H -2.852 -0.183 5.319
N 4.396 1.733 -1.180
C 3.140 2.201 -1.328
N 2.976 3.258 -2.148
O 2.178 1.674 -0.729
H 5.192 2.166 -1.616
H 4.555 0.950 -0.574
H 3.746 3.688 -2.630
H 2.056 3.615 -2.329
```

=====

# 6
Here is C20H28NO2V as an isolated structure from the Open Molecules 2025 dataset. Energies are from ωB97M-V/def2-TZVPD.

Kohn-Sham gap (alpha / beta) = 3.59 / 6.50 eV
2S+1 = 4
Total charge = -1

```
52
C20H28NO2V, DFT ωB97M-V/def2-TZVPD
O 0.263 -3.711 -0.245
C 1.682 -4.196 -0.340
C 1.314 -5.597 -0.789
H 2.097 -4.097 0.674
H 2.267 -3.609 -1.068
C -0.150 -5.054 -0.673
H 1.563 -6.345 -0.033
H 1.646 -5.816 -1.809
C -0.964 -5.654 0.464
H -0.370 -5.647 1.380
H -1.256 -6.675 0.208
H -1.854 -5.038 0.633
C -0.919 -4.998 -1.986
H -0.322 -4.514 -2.761
H -1.845 -4.431 -1.843
H -1.173 -6.009 -2.316
V -0.522 3.705 0.318
C -0.714 5.129 -1.227
C 0.677 5.318 -0.921
C 1.368 4.112 -1.209
H 1.111 6.264 -0.598
C 0.416 3.124 -1.632
C -0.864 3.777 -1.748
H -1.757 3.364 -2.217
H -1.485 5.896 -1.179
H 2.448 3.976 -1.182
H 0.630 2.092 -1.914
C -2.007 4.758 1.741
C -2.614 3.947 0.703
C -2.350 2.560 1.026
H -3.256 4.313 -0.097
C -1.597 2.534 2.235
C -1.421 3.869 2.691
H -0.993 4.179 3.644
H -2.112 5.839 1.832
H -2.780 1.697 0.514
H -1.307 1.622 2.766
O 0.279 0.028 1.402
C -0.230 -0.420 0.092
C 0.912 -1.182 -0.591
H -0.451 0.463 -0.565
H -1.126 -1.085 0.195
C 2.049 -1.131 0.451
H 1.204 -0.770 -1.566
H 0.521 -2.175 -0.805
C 1.723 0.227 1.061
H 3.041 -1.286 0.031
H 1.886 -1.906 1.222
H 1.840 0.998 0.247
H 2.330 0.494 1.943
N 2.043 3.529 2.289
C 1.131 3.533 1.554
```

=====

# 7
Here is C20H28NO2Zn as an isolated structure from the Open Molecules 2025 dataset. Energies are from ωB97M-V/def2-TZVPD.

Kohn-Sham gap (alpha / beta) = 3.54 / 3.88 eV
2S+1 = 1
Total charge = -1

```
52
C20H28NO2Zn, DFT ωB97M-V/def2-TZVPD
O -3.338 4.743 -1.002
C -4.687 4.428 -1.477
C -4.292 4.660 -2.964
H -5.399 4.956 -0.867
H -4.871 3.346 -1.479
C -2.845 4.623 -2.381
H -4.550 5.599 -3.485
H -4.372 3.827 -3.634
C -1.944 5.700 -2.948
H -2.179 6.757 -2.726
H -2.056 5.592 -4.044
H -0.898 5.482 -2.686
C -2.210 3.223 -2.499
H -2.906 2.436 -2.148
H -1.292 3.114 -1.867
H -1.928 2.994 -3.537
Zn -0.116 2.032 2.204
C -1.174 -1.784 -0.138
C -0.986 -1.714 1.262
C -1.287 -0.351 1.682
H -0.776 -2.565 1.911
C -1.838 0.311 0.537
C -1.862 -0.605 -0.551
H -2.317 -0.491 -1.535
H -0.870 -2.599 -0.816
H -1.422 -0.022 2.706
H -2.196 1.329 0.563
C 1.972 -0.142 0.412
C 1.365 0.495 -0.700
C 1.276 1.848 -0.446
H 0.972 -0.011 -1.584
C 1.658 2.090 0.983
C 2.274 0.867 1.422
H 3.073 0.713 2.162
H 2.365 -3.685 0.865
H 1.043 2.633 -1.179
H 1.980 3.064 1.390
O -1.439 3.747 2.746
C -1.527 4.978 1.909
C -2.290 6.083 2.645
H -2.087 4.749 1.003
H -0.501 5.281 1.670
C -2.433 5.586 4.074
H -3.267 6.285 2.157
H -1.681 7.004 2.570
C -1.707 4.229 4.119
H -3.503 5.523 4.343
H -1.950 6.260 4.787
H -2.192 3.474 4.761
H -0.684 4.371 4.503
N 2.291 -2.685 0.700
C 2.141 -1.525 0.553
```

=====

# 8
Here is C20H28NO2Zn as an isolated structure from the Open Molecules 2025 dataset. Energies are from ωB97M-V/def2-TZVPD.

Kohn-Sham gap (alpha / beta) = 3.85 / 3.53 eV
2S+1 = 1
Total charge = -1

```
52
C20H28NO2Zn, DFT ωB97M-V/def2-TZVPD
O 2.405 4.998 -2.202
C 3.060 4.832 -3.453
C 4.486 4.685 -2.771
H 2.647 5.573 -4.148
H 2.995 3.805 -3.830
C 3.624 4.490 -1.461
H 5.202 5.499 -2.777
H 5.039 3.724 -2.869
C 4.204 5.273 -0.257
H 4.229 6.397 -0.321
H 5.289 4.966 -0.276
H 3.683 4.934 0.669
C 3.384 2.965 -1.104
H 3.062 2.388 -1.986
H 2.577 2.825 -0.340
H 4.289 2.455 -0.722
Zn -1.764 2.496 -0.064
C 0.067 -1.555 -1.469
C -1.329 -1.230 -1.510
C -1.437 0.215 -1.519
H -2.144 -1.967 -1.550
C -0.142 0.725 -1.810
C 0.790 -0.387 -1.823
H 1.840 -0.396 -2.127
H 0.507 -2.505 -1.262
H -2.366 0.781 -1.792
H 0.053 1.790 -1.899
C -0.830 -0.346 1.877
C 0.492 0.136 1.525
C 0.477 1.499 1.674
H 1.334 -0.481 1.127
C -0.947 1.972 1.874
C -1.696 0.755 2.161
H -2.540 0.568 2.847
H -1.908 -3.776 1.396
H 1.370 2.134 1.696
H -1.260 2.904 2.334
O -1.819 4.352 -1.068
C -0.777 5.405 -0.742
C -1.110 6.750 -1.363
H 0.174 5.170 -1.201
H -0.672 5.458 0.343
C -2.580 6.570 -1.840
H -0.441 6.987 -2.213
H -1.041 7.504 -0.589
C -3.013 5.109 -1.417
H -2.666 6.737 -2.916
H -3.263 7.294 -1.339
H -3.714 4.634 -2.146
H -3.576 5.197 -0.492
N -1.558 -2.824 1.574
C -1.180 -1.696 1.633
```

=====

# 9
Here is C20H29As3ClO2RuS as an isolated structure from the Open Molecules 2025 dataset. Energies are from ωB97M-V/def2-TZVPD.

Kohn-Sham gap (alpha / beta) = 7.00 / 6.42 eV
2S+1 = 2
Total charge = +2

```
57
C20H29As3ClO2RuS, DFT ωB97M-V/def2-TZVPD
Ru 0.755 -0.433 0.050
Cl -2.509 5.944 0.843
C -1.453 4.606 0.588
C -0.462 4.687 -0.405
C 0.413 3.650 -0.635
C 0.327 2.472 0.115
O 1.205 1.498 -0.076
C -0.681 2.386 1.109
C -0.786 1.245 1.937
O -0.122 0.188 1.809
C -1.560 3.472 1.341
H -0.392 5.592 -0.996
H 1.171 3.731 -1.402
H -1.483 1.282 2.781
H -2.314 3.396 2.116
C -3.019 -0.371 -0.211
As -1.328 -0.778 -1.030
C -1.343 0.157 -2.713
C -1.431 -2.645 -1.500
C -2.349 -3.097 -2.443
C -2.354 -4.433 -2.813
C -1.451 -5.318 -2.237
C -0.556 -4.874 -1.274
C -0.548 -3.534 -0.903
As 0.589 -2.842 0.491
C 2.151 -3.959 0.475
C -0.351 -3.313 2.110
H -3.775 -0.576 -0.968
H -3.070 0.678 0.078
H -3.181 -1.006 0.657
H -2.157 -0.224 -3.328
H -0.391 -0.006 -3.212
H -1.488 1.223 -2.540
H -3.058 -2.418 -2.903
H -3.060 -4.784 -3.554
H -1.446 -6.357 -2.536
H 0.124 -5.584 -0.819
H 1.845 -4.983 0.682
H 2.844 -3.640 1.252
H 2.631 -3.896 -0.500
H -0.588 -4.376 2.078
H -1.268 -2.730 2.168
H 0.264 -3.096 2.982
C 4.287 1.915 -1.340
As 3.912 0.157 -0.695
C 5.437 -0.915 -1.133
C 3.795 0.081 1.220
S 2.199 -0.758 -1.720
H 5.316 2.161 -1.078
H 3.595 2.627 -0.901
H 4.173 1.895 -2.423
H 6.311 -0.489 -0.641
H 5.585 -0.908 -2.211
H 5.280 -1.936 -0.793
H 4.668 0.601 1.618
H 3.839 -0.966 1.515
H 2.896 0.565 1.594
```

=====

The highest 2S+1 belongs to which entry?
C20H28NO2V

=====

Which value of 2S+1 does entry 3 give?
1

=====

What did the third record say?
Here is C20H28N4O2S in the gas phase from the Open Molecules 2025 dataset. Energies are from ωB97M-V/def2-TZVPD.

Kohn-Sham gap = 9.16 eV
2S+1 = 1

```
55
C20H28N4O2S, DFT ωB97M-V/def2-TZVPD
C -1.797 -4.846 -4.124
C -0.568 -4.101 -4.628
C 0.494 -3.849 -3.538
C 0.962 -5.143 -2.863
C 2.192 -4.907 -1.995
C -0.046 -2.895 -2.532
N -0.814 -3.212 -1.553
N -1.209 -2.190 -0.804
C -0.741 -1.057 -1.209
N -1.010 0.134 -0.597
C -0.450 1.305 -1.006
O 0.289 1.374 -1.963
C -0.876 2.477 -0.109
N -0.349 2.288 1.230
C -0.960 1.514 2.154
O -1.944 0.841 1.878
C -0.352 1.520 3.508
C -0.487 0.373 4.284
C 0.060 0.333 5.553
C 0.726 1.435 6.056
C 0.852 2.599 5.303
C 1.557 3.790 5.874
C 0.311 2.629 4.026
C -0.506 3.869 -0.651
C 1.000 4.063 -0.822
C -1.225 4.114 -1.975
S 0.284 -1.167 -2.623
H -2.187 -4.374 -3.226
H -2.573 -4.841 -4.887
H -1.556 -5.879 -3.890
H -0.100 -4.669 -5.435
H -0.872 -3.134 -5.037
H 1.353 -3.371 -4.022
H 0.155 -5.529 -2.243
H 1.196 -5.877 -3.637
H 2.517 -5.838 -1.536
H 1.966 -4.198 -1.203
H 3.015 -4.512 -2.588
H -1.604 0.119 0.242
H -1.971 2.413 -0.020
H 0.534 2.723 1.443
H -1.018 -0.472 3.875
H -0.037 -0.560 6.153
H 1.149 1.403 7.050
H 1.587 4.610 5.161
H 1.049 4.133 6.774
H 2.578 3.530 6.149
H 0.381 3.542 3.449
H -0.873 4.596 0.085
H 1.194 5.057 -1.218
H 1.534 3.973 0.122
H 1.395 3.331 -1.519
H -2.300 3.982 -1.864
H -0.864 3.423 -2.731
H -1.038 5.128 -2.319
```